[1]
Computed, not measured: 2 unconnected molecules or ions with the total composition C2HClF2S, with ωB97M-V/def2-TZVPD.

Element x y z (Å)
C (-0.8465, -0.1716, 0.1430)
C (-0.3374, 0.8964, -0.5091)
F (-0.8659, 1.4131, -1.5945)
F (0.8548, 1.4705, -0.2509)
S (2.9082, -2.4205, 1.0097)
Cl (-0.1213, -0.6062, 1.6265)
H (-1.5919, -0.5816, -0.4247)

Cartesian forces (eV/Å) of the 2 atoms listed first:
C 2.767 3.609 -0.477
C 1.221 -0.957 0.740

Charge: 0
ΔE to the lowest compared entry with this formula, charge and spin in kcal per mole: 82.0

---

[2]
Computed, not measured: 3 unconnected molecules or ions with the total composition C35H55ClNO9PS, with ωB97M-V/def2-TZVPD.

Element x y z (Å)
C (4.7330, 4.8813, 1.4259)
C (4.6996, 3.4283, 0.6616)
C (3.4530, 3.2855, -0.4341)
Cl (2.2076, 4.7018, -0.2828)
C (2.7260, 1.7972, -0.3958)
C (1.9795, 1.1678, 0.9627)
C (2.0334, 2.1182, 2.2954)
C (1.2049, -0.3176, 0.9548)
S (0.3791, -1.0447, 2.5180)
C (-1.4660, -0.6845, 2.6089)
O (0.7222, -2.5805, 2.6634)
O (0.9776, -0.4353, 3.8463)
C (1.1210, -1.2478, -0.4359)
P (0.2042, -2.9160, -0.5874)
O (-0.3907, -3.2005, -2.0610)
O (1.2949, -4.2868, -0.2892)
O (-1.2521, -3.0267, 0.4276)
C (1.9173, -0.6382, -1.7631)
C (2.7050, 0.8394, -1.7586)
C (3.4414, 1.2838, -3.1947)
O (4.6684, 1.7865, -3.2999)
C (2.4957, 0.9324, -4.5317)
C (1.8055, -0.4214, -4.5357)
C (0.8638, -0.8202, -5.8204)
C (-0.3489, 0.2968, -5.9550)
C (-1.8187, -0.2894, -5.4304)
C (-2.3386, 0.5155, -4.0947)
C (-3.3931, -0.3178, -3.1548)
C (-3.0871, 0.0048, -1.5422)
C (-4.3986, -0.1993, -0.5835)
C (-5.3555, 1.1176, -0.4061)
C (-5.1380, 2.3055, -1.5064)
C (-3.9657, 3.3906, -1.1755)
C (-3.1796, 3.1947, 0.2435)
C (-4.0068, 4.0325, 1.3944)
N (-3.0596, 4.2180, 2.5919)
C (-2.1261, 5.3864, 2.9143)
C (-1.3419, 5.0331, 4.3171)
C (-1.9003, 3.5523, 4.7872)
C (-3.0016, 3.1148, 3.6323)
C (2.0130, -1.4452, -3.2266)
O (2.2973, -2.7407, -3.3587)
H (3.7955, 4.9488, 2.1407)
H (5.6998, 5.0034, 2.0729)
H (4.7325, 5.7082, 0.5850)
H (5.7255, 3.3006, 0.0682)
H (4.6542, 2.5366, 1.4236)
H (3.9725, 3.5027, -1.4874)
H (2.8115, 1.6239, 3.0489)
H (2.3393, 3.2283, 2.1224)
H (0.9893, 2.0829, 2.8734)
H (-1.9366, -0.5931, 1.5159)
H (-1.7440, 0.3120, 3.1586)
H (-2.0321, -1.6158, 3.0960)
H (1.2503, -4.8764, -1.1226)
H (-2.0462, -2.6764, -0.0727)
H (2.4053, 1.6875, -5.4239)
H (0.3265, -1.8515, -5.5831)
H (1.4644, -0.9113, -6.8217)
H (-0.1565, 1.2833, -5.3397)
H (-0.4106, 0.6276, -7.0907)
H (-2.6012, -0.0424, -6.2963)
H (-1.8105, -1.4560, -5.3244)
H (-2.8764, 1.5261, -4.3998)
H (-1.4029, 0.7945, -3.4421)
H (-3.1619, -1.4762, -3.3201)
H (-4.5258, -0.1580, -3.4214)
H (-2.3086, -0.8425, -1.2224)
H (-2.5165, 1.0201, -1.4018)
H (-5.0631, -1.0425, -1.1060)
H (-4.1387, -0.6510, 0.4897)
H (-6.4761, 0.7310, -0.5528)
H (-5.3232, 1.4857, 0.7282)
H (-6.1628, 2.9167, -1.5487)
H (-4.9678, 1.9184, -2.6086)
H (-4.4024, 4.4738, -1.2481)
H (-3.1449, 3.2873, -2.0363)
H (-2.1326, 3.7570, 0.1292)
H (-2.9168, 2.0917, 0.5309)
H (-5.0131, 3.5357, 1.7336)
H (-4.2644, 5.1429, 1.0392)
H (-1.9597, 6.3643, 2.2775)
H (-0.5287, 5.6483, 4.9005)
H (-1.5604, 2.9558, 5.7379)
H (-3.5882, 2.0993, 3.6547)
C (1.9118, -7.3502, 0.7031)
C (2.5871, -8.6922, 0.8959)
O (2.5125, -9.4495, -0.3030)
H (0.8629, -7.4845, 0.4195)
H (1.9567, -6.7557, 1.6198)
H (2.3906, -6.7882, -0.1055)
H (2.0918, -9.2594, 1.6895)
H (3.6397, -8.5665, 1.1670)
H (2.9624, -8.9411, -0.9993)
C (4.2607, -3.2441, 4.3744)
C (3.1028, -3.7860, 5.1867)
O (2.6381, -2.7941, 6.0905)
H (5.0800, -2.9347, 5.0314)
H (4.6335, -3.9982, 3.6757)
H (3.9554, -2.3585, 3.8076)
H (3.4178, -4.6573, 5.7683)
H (2.2743, -4.0854, 4.5376)
H (2.3529, -2.0280, 5.5636)

Cartesian forces (eV/Å) of the 2 atoms listed first:
C -0.169 -0.501 -0.319
C 0.557 -0.129 0.200

E in a.u.: -3297.29480
SMILES: CC[C@H](Cl)c1c(C)c(S(C)(=O)=O)c(P(=O)(O)O)c2c1C(=O)C=C(CCCCCCCCCCCCn1cccc1)C2=O.CCO.CCO
Charge: 0